(1)
This record from the Open Molecules 2025 dataset describes a gas-phase ion, C2N7O2 (charge -1). The level of theory is ωB97M-V with the def2-TZVPD basis set.

Summary:
Energy (Ha): -609.897239
LUMO energy (Eh): 0.1133

ORCA input file:
```
! RIJCOSX wB97M-V def2-TZVPD def2/J DEFGRID3
* xyz -1 1
O -2.71167 -0.68414 0.06222
N -0.69031 0.17287 -0.03501
N -1.53318 -0.96189 -0.02846
N -1.65569 2.42528 -0.01996
N 2.65807 -0.14080 -0.63272
N 2.67538 -0.07562 0.62297
N 1.46636 0.01507 1.14332
O -1.01703 -2.04213 -0.16303
C -1.22715 1.35933 0.06548
C 0.67090 0.00286 0.05388
N 1.36431 -0.07084 -1.06870
*
```

Atom charges from the Löwdin analysis, given in e for atoms 1 to 6: O 0.069; N 0.041; N -0.357; N 0.170; N -0.128; N -0.165


(2)
This record from the Open Molecules 2025 dataset describes a gas-phase ion, C2NO2 (charge +1). The level of theory is ωB97M-V with the def2-TZVPD basis set.

Summary:
Energy (Ha): -280.873467
LUMO energy (Eh): -0.3261

ORCA input file:
```
! RIJCOSX wB97M-V def2-TZVPD def2/J DEFGRID3
* xyz 1 1
C 0.58365 0.62161 0.68246
N 1.23106 1.25891 1.36818
C -0.23449 -0.24235 -0.29512
O -0.30101 -0.70551 -1.44861
O -1.27921 -0.93266 -0.30691
*
```

Electronic structure analysis, Löwdin charges in units of e: C 0.043; N 0.322; C -0.166; O 0.404; O 0.397


(3)
This record from the Open Molecules 2025 dataset describes a molecular structure, C2NO4. The level of theory is ωB97M-V with the def2-TZVPD basis set.

Summary:
Energy (Ha): -431.787424
LUMO energy (Eh): 0.1340

ORCA input file:
```
! RIJCOSX wB97M-V def2-TZVPD def2/J DEFGRID3
* xyz -1 1
O 0.09140 -0.32225 2.22011
O 0.92957 0.93788 -1.50349
N -2.24051 0.44286 0.57185
C 1.25470 -0.04543 -1.06934
O -1.19640 -0.18623 -0.35149
O 1.80944 -1.01090 -0.72284
C -1.05432 0.22365 0.97272
*
```

Atom charges from the Löwdin analysis, given in e for atoms 1 to 6: O -0.425; O 0.215; N 0.071; C -0.490; O -0.187; O 0.179


(4)
This record from the Open Molecules 2025 dataset describes 2 unconnected molecules or ions with the total composition C2O2S. The level of theory is ωB97M-V with the def2-TZVPD basis set.

Summary:
Energy (Ha): -624.836025
LUMO energy (Eh): -0.0072

ORCA input file:
```
! RIJCOSX wB97M-V def2-TZVPD def2/J DEFGRID3
* xyz 0 1
O 1.70715 0.71900 0.55246
C 1.14293 -0.22576 0.24174
S -2.51411 -0.10405 0.43955
C -1.92061 0.60589 -0.76716
O 0.58327 -1.17345 -0.07188
*
```

Electronic structure analysis, Löwdin charges in units of e: O 0.218; C -0.475; S 0.656; C -0.570; O 0.171


(5)
This record from the Open Molecules 2025 dataset describes a single C2O2S molecule. The level of theory is ωB97M-V with the def2-TZVPD basis set.

Summary:
Energy (Ha): -624.657638
SMILES: O=[S@]12=C=C1O2
LUMO energy (Eh): -0.0626

ORCA input file:
```
! RIJCOSX wB97M-V def2-TZVPD def2/J DEFGRID3
* xyz 0 1
O 0.46305 1.48005 0.82362
O 0.48802 -0.41336 -1.32872
C -0.57476 -0.56296 -0.65422
S 0.72368 0.08127 0.63868
C -1.09998 -0.58499 0.52064
*
```

Electronic structure analysis, Löwdin charges in units of e: O -0.393; O -0.110; C -0.508; S 1.121; C -0.110


(6)
This record from the Open Molecules 2025 dataset describes a molecular structure, C2S3. The level of theory is ωB97M-V with the def2-TZVPD basis set.

Summary:
Energy (Ha): -1270.545073
LUMO energy (Eh): -0.0501

ORCA input file:
```
! RIJCOSX wB97M-V def2-TZVPD def2/J DEFGRID3
* xyz 0 1
C -0.61098 0.17944 -1.38546
S 0.19779 0.16487 1.84902
C 1.01066 -0.15844 0.47337
S -0.58851 1.14824 -0.03995
S -0.00895 -1.33412 -0.89698
*
```

Electronic structure analysis, Löwdin charges in units of e: C -0.853; S 0.532; C -0.902; S 0.587; S 0.636


(7)
This record from the Open Molecules 2025 dataset describes a molecular structure, C30H16BrCl3CuF4INP. The level of theory is ωB97M-V with the def2-TZVPD basis set.

Summary:
Energy (Ha): -7841.061595
LUMO energy (Eh): -0.0202

ORCA input file:
```
! RIJCOSX wB97M-V def2-TZVPD def2/J DEFGRID3
* xyz 0 1
C -1.43934 3.51671 1.21022
C 0.74086 1.18001 -1.56868
C 3.29126 2.17071 -1.29168
H 1.98726 -1.10489 -2.55688
H -6.79164 1.99871 -1.24938
H 3.63846 0.60791 0.09212
H 2.71586 3.66811 -2.70608
H 3.02576 -5.40249 -0.38358
Br -1.02374 -0.78529 2.63282
C -3.56824 2.29851 -0.12378
C 2.68636 -0.88329 4.43632
C -1.32834 2.21161 0.70952
C 1.32046 -0.80969 4.18702
C -4.74994 1.75151 -0.67038
C 3.05306 -1.12939 2.06602
Cu -2.26074 -0.24779 -0.72758
N -1.59794 -1.83539 -1.37378
C 2.17316 -3.45779 -0.13898
C -2.57404 4.23891 0.97632
H -0.26274 0.78371 -1.66718
H -0.39134 1.68351 0.87042
H 1.90756 -3.62049 0.89762
P 0.90676 -0.95109 0.10262
H -0.61614 3.93391 1.77112
H 0.41296 2.76581 -2.95358
C 1.11966 2.29501 -2.28918
Cl -3.62124 -4.81109 -0.97598
C -4.82794 4.40941 0.03282
F 4.86646 -1.19199 3.58492
H -4.84404 5.44921 0.32702
H -2.66854 5.25911 1.31502
C 0.84146 -0.85259 2.88382
C -1.75564 -2.94209 -1.04028
Cl -1.78764 -4.19889 1.22382
F 3.15746 -0.79009 5.68032
C 2.21736 -2.04849 -2.08408
C -3.66244 3.65981 0.29202
F 3.92356 -1.35039 1.07462
C 1.89466 -2.23579 -0.74428
H 3.61726 -5.04769 -2.75048
C 2.40476 2.79131 -2.15468
C 3.13596 -4.26019 -2.18808
C 3.55396 -1.07049 3.36482
H 3.07946 -2.89779 -3.84068
C 1.62496 0.55261 -0.69228
C 1.69916 -0.96899 1.78712
C -5.89844 2.46651 -0.86298
C -5.92074 3.83241 -0.54668
C 2.91306 1.05781 -0.56038
C -1.97154 -4.25799 -0.55548
I -4.82294 -0.34519 -1.22518
F 0.47076 -0.70589 5.21052
C -2.35184 1.57151 0.04202
H 4.29316 2.55751 -1.18198
H -6.80314 4.41441 -0.76968
C 2.80376 -4.45679 -0.85708
Cl -0.77374 -5.41199 -1.24038
C 2.83746 -3.05399 -2.79968
*
```

Atom charges from the Löwdin analysis, given in e for atoms 1 to 6: C -0.078; C -0.137; C -0.077; H 0.101; H 0.085; H 0.094


(8)
This record from the Open Molecules 2025 dataset describes a molecular structure, C30H16N3O3PtS8. The level of theory is ωB97M-V with the def2-TZVPD basis set.

Summary:
Energy (Ha): -4847.766459
LUMO energy (Eh): 0.0090

ORCA input file:
```
! RIJCOSX wB97M-V def2-TZVPD def2/J DEFGRID3
* xyz -1 1
C -1.97046 -2.85987 -4.69403
C -3.53816 0.55543 -1.08203
H 3.60534 0.26743 4.51377
C 5.32744 0.07803 -2.35023
C -2.75266 1.78823 -0.76803
C 3.32114 0.24633 3.47087
C -3.78996 0.27563 5.66037
N -3.39406 2.90553 -0.92263
S -1.67026 -1.13917 -4.75453
H -1.70346 0.57973 1.94647
C -0.44416 0.38133 3.68517
H 2.62184 -0.02027 -2.49673
C 1.57244 0.32513 1.78657
S -0.14766 0.56583 -2.93313
O -1.56536 1.73183 -0.34493
N 0.26344 0.45793 1.39957
C -0.68666 0.47393 2.30757
C -4.00976 -1.76237 -1.33173
S -3.19496 0.32693 4.04717
S -4.93176 2.65813 -1.43313
H 6.29984 0.37993 -5.53393
C -2.78676 0.27663 6.57657
H -2.14956 -0.98747 -0.54403
H 5.30944 0.17093 2.75967
C 2.53384 0.20893 0.78407
S 7.04754 0.11833 -2.02443
C -0.61196 -2.16917 -2.52913
H -3.70186 -2.79477 -1.26673
C -5.27846 -1.44707 -1.80073
H -4.84886 0.25053 5.82547
H 4.12704 0.16433 -4.15103
Pt 0.14274 0.56543 -0.60513
C 4.83394 0.08023 0.08097
C -0.76946 -0.99817 -3.25113
H -6.68346 0.13633 -2.24773
H -0.60396 0.32673 6.56807
S -2.77186 -3.68977 -5.85333
H -5.95856 -2.23987 -2.07943
C 6.28434 0.28173 -4.46203
N 2.10654 0.15783 -0.52693
C 0.90884 0.32263 4.10457
S -1.32486 -3.60327 -3.26403
C 1.92204 0.29673 3.16587
C -4.80756 0.85973 -1.53703
C -1.51046 0.31803 5.98927
H 8.43364 0.35073 -4.00903
H -2.95696 0.25003 7.63977
O -5.15976 3.24363 -2.72633
O -5.87226 3.01343 -0.40233
C -5.69556 -0.12287 -1.89963
C 4.26014 0.18863 2.50077
C 3.00604 0.05703 -1.48833
C -1.54046 0.35313 4.61297
C 3.91704 0.14413 1.11057
C 7.41034 0.27413 -3.69993
C 5.10644 0.16643 -3.70523
C -3.13016 -0.75887 -0.95163
S 0.16804 -2.38427 -1.05573
H 5.89074 0.06583 0.29637
H 1.15084 0.29033 5.15547
C 4.39094 0.04763 -1.26173
*
```

Atom charges from the Löwdin analysis, given in e for atoms 1 to 6: C -1.530; C -0.144; H 0.115; C -0.459; C -0.535; C -0.015


(9)
This record from the Open Molecules 2025 dataset describes a molecular structure, C30H19Cl2F10N5Pd. The level of theory is ωB97M-V with the def2-TZVPD basis set.

Summary:
Energy (Ha): -3475.055458
Expectation value of S²: 6.1100
LUMO energy (spin up / spin down) (Eh): 0.0018 / -0.0818

ORCA input file:
```
! RIJCOSX wB97M-V def2-TZVPD def2/J DEFGRID3
* xyz 0 5
C 0.10178 -3.83828 -0.74260
H 0.24978 2.83442 -2.86190
H 1.64988 4.62152 -1.17550
H -2.87752 3.51652 -0.02520
C -0.09552 -6.59298 -0.68580
C 5.45178 -0.46568 -1.82180
H -0.19252 3.65122 1.19940
F 6.28148 -2.59298 -1.14620
F -6.46042 0.05352 -0.20280
C 0.27978 -2.44968 -0.82470
F -3.21882 -1.98528 -2.97610
Pd 0.32438 0.74292 -0.06520
H 3.54158 3.06232 -1.19330
C 3.35968 0.45082 -0.87970
H 1.17238 2.28332 5.02480
C -0.79582 0.59982 2.75440
F 4.65808 1.58292 -2.57910
F -5.74732 -1.92548 -1.95100
C -4.27242 0.92522 -0.23340
C -5.20382 -0.00258 -0.66190
C -0.78862 1.50582 5.45510
C 0.83838 -4.56878 0.19650
N -1.92502 1.71712 -0.43130
C 5.35438 -1.62678 -1.06120
F 4.15098 -2.84818 0.56740
H -1.36512 2.99682 -2.18990
C -0.34752 3.37032 -2.12500
H -0.93312 4.75392 0.01530
C -2.63942 -0.10078 -1.67340
Cl -3.24152 -0.51058 3.04390
H -0.33652 4.44212 -2.37160
H 2.34368 2.58432 -2.41310
C -1.89622 0.35652 3.65670
C -2.04172 2.90732 0.34690
C 3.33788 -0.74248 -0.10200
H 1.82148 3.74402 0.36530
H -1.45112 -6.38228 -2.33110
C 0.72418 -5.94438 0.22630
N 0.17888 3.14182 -0.78290
N -0.78822 0.21072 1.53060
H 1.49588 -4.04848 0.87540
F 2.34178 -0.87608 0.82100
C 1.54878 3.63792 -0.68800
N 0.51218 -1.33058 -0.96940
C -0.82492 -5.86868 -1.61700
Cl 1.61928 1.65372 2.28040
H -2.24932 2.70422 1.40810
C 0.31398 1.75492 4.64320
N 2.41078 1.36352 -0.69660
C -0.71012 3.69922 0.23700
C 4.27058 -1.74978 -0.19530
F -1.38912 -0.06928 -2.19380
C -4.85012 -1.00868 -1.56410
H -0.79002 1.85242 6.47550
H 1.27878 -6.51908 0.95400
C 2.53098 2.65472 -1.33200
F 6.50528 -0.29128 -2.63160
C -0.74772 -4.49028 -1.64280
C -1.88712 0.81172 4.95430
H -2.73892 0.63022 5.59200
H -0.17352 -7.66878 -0.66880
C 4.48298 0.51952 -1.75820
C -3.55012 -1.04528 -2.07670
C -2.92952 0.91172 -0.71120
H -1.31992 -3.91418 -2.35420
C 0.30508 1.33452 3.33890
F -4.65812 1.87372 0.64470
*
```

Atom charges from the Löwdin analysis, given in e for atoms 1 to 6: C -0.209; H 0.088; H 0.123; H 0.129; C -0.068; C -0.156


(10)
This record from the Open Molecules 2025 dataset describes a molecular structure, C30H19Cl2IMnN2O2S. The level of theory is ωB97M-V with the def2-TZVPD basis set.

Summary:
Energy (Ha): -4182.039641
Expectation value of S²: 8.7553
LUMO energy (spin up / spin down) (Eh): 0.1657 / 0.1657

ORCA input file:
```
! RIJCOSX wB97M-V def2-TZVPD def2/J DEFGRID3
* xyz -2 6
H 1.15017 -6.25012 0.94067
C -2.17968 3.17007 4.74640
C -0.74959 -2.85909 0.66536
C 0.67688 -2.87107 0.66068
C -1.17729 2.92466 2.61962
C -2.20157 2.10679 2.15943
C -1.09973 3.48950 3.88658
H 7.42366 -0.32322 -1.25999
H -5.93188 3.09052 -1.29058
C -1.57632 -1.66430 0.50603
H 6.15040 0.40384 -3.27694
C 0.61183 -5.31074 0.85974
C 0.07692 4.24032 4.15268
C 5.69465 0.41907 -2.29584
C -0.78045 -5.29946 0.85262
H -2.49904 5.52834 -2.06431
C 1.31656 -4.12673 0.76083
C -4.87802 3.30521 -1.15324
H 1.95849 4.87823 3.42211
H 2.40032 -4.11822 0.75927
C -4.10062 2.46272 -0.37579
C 3.68604 0.89284 -0.95069
Cl 3.74502 0.53610 1.73756
Cl 3.57639 1.32975 -3.64391
H -3.97955 2.07884 5.00345
C -3.22034 1.78400 3.00539
H 1.80412 3.72338 1.22084
N -2.15655 0.47310 0.20342
C -2.17784 3.82501 -0.80460
H -2.19435 3.54936 5.76238
N -1.23177 -0.42625 0.61566
C 5.77146 0.05530 0.06225
C -1.94032 1.76105 0.68927
S 2.04538 1.43247 -0.81950
H -1.34867 -6.21964 0.92338
C 4.38181 0.84052 -2.17396
I 0.86359 0.19602 3.83681
H -4.52707 1.58052 0.08307
H -2.51398 -4.05127 0.73158
O 1.39406 -1.79578 0.54102
H -2.61682 -1.84876 0.22439
C -1.42795 -4.07755 0.74936
C -4.30926 4.41875 -1.76189
H 0.22202 4.70572 5.12074
C 4.46211 0.48857 0.15808
C -2.74389 2.71699 -0.19113
Mn 0.94149 0.08035 1.03003
C -3.18403 2.33560 4.31227
C 1.05326 4.32785 3.19026
C -0.16007 2.98907 1.65556
C 0.97660 3.70143 1.91591
H -4.01994 1.11858 2.70438
O -0.45689 2.21072 0.58139
H -4.91497 5.07815 -2.37299
H -1.12034 4.01650 -0.68711
H 6.28835 -0.25085 0.96188
C 6.39988 0.01764 -1.17333
C -2.95836 4.67083 -1.58608
*
```

Atom charges from the Löwdin analysis, given in e for atoms 1 to 6: H 0.079; C -0.047; C -0.152; C -0.379; C -0.137; C -0.086


| no. | M (g mol⁻¹) |
| --- | --- |
| 1 | 154.069 |
| 2 | 70.027 |
| 3 | 102.025 |
| 4 | 88.087 |
| 5 | 88.087 |
| 6 | 120.223 |
| 7 | 874.144 |
| 8 | 918.090 |
| 9 | 816.823 |
| 10 | 724.309 |